Here is C9H4N2O3Zn as an isolated structure in a non-equilibrium geometry from the Open Molecules 2025 dataset. Energies are from ωB97M-V/def2-TZVPD.

The geometry in ORCA input format:
```
! RIJCOSX wB97M-V def2-TZVPD def2/J DEFGRID3
* xyz 2 1
O -2.856 -3.841 -3.375
C -2.480 -2.988 -2.729
Zn -1.481 -0.719 -1.010
C -2.795 -1.042 0.182
C -1.761 0.434 -2.369
O -3.632 -1.248 0.942
O -1.939 1.168 -3.234
N 2.103 0.142 4.388
C 1.820 0.293 3.274
C 1.463 0.478 1.889
C 2.282 1.269 1.084
C 1.974 1.428 -0.260
C 0.858 0.788 -0.790
N 0.044 0.017 -0.015
C 0.324 -0.147 1.320
H 3.160 1.764 1.492
H 2.596 2.043 -0.898
H 0.640 0.914 -1.834
H -0.320 -0.752 1.945
*
```

Summary:
electronic energy	-2459.19474	hartree
relative energy (zero: lowest compared OMol25 entry of this formula, charge and spin)	23.3	kcal per mole
F_max	9.33	eV/Å

natural (NBO) population analysis, charges in e, atoms 1 to 6: -0.352 0.417 1.566 0.330 0.327 -0.208

=====

Here is C58H75CsI2N8O4PSb as an isolated structure in a non-equilibrium geometry from the Open Molecules 2025 dataset. Energies are from ωB97M-V/def2-TZVPD.

The geometry in ORCA input format:
```
! RIJCOSX wB97M-V def2-TZVPD def2/J DEFGRID3
* xyz 0 1
Cs 0.778 0.018 0.699
C 1.425 6.569 4.223
C 1.228 5.091 3.980
C 1.779 4.138 4.805
C 1.615 2.738 4.616
C 2.281 1.887 5.531
N 2.084 0.523 5.754
C 0.749 -0.050 5.786
C 0.817 -1.572 5.690
C 0.720 -2.029 4.242
N 0.665 -3.499 4.202
C -0.339 -4.252 3.833
C -1.462 -3.919 3.078
C -2.611 -4.768 3.209
C -3.783 -4.498 2.587
C -4.999 -5.380 2.715
C -3.837 -3.319 1.770
C -2.763 -2.523 1.536
C -2.848 -1.291 0.685
N -3.292 -0.166 1.051
C -3.725 0.054 2.427
C -2.665 0.835 3.211
C -2.510 2.307 2.823
N -1.818 2.456 1.543
C -0.614 2.858 1.532
C 0.234 3.287 2.679
C 0.439 4.645 2.916
C 0.874 2.281 3.457
O 0.836 1.033 3.095
C -1.467 -2.838 2.113
O -0.434 -2.247 1.743
H 2.114 6.744 5.052
H 1.831 7.072 3.339
H 0.481 7.064 4.466
H 2.365 4.459 5.665
H 3.030 2.339 6.175
H 2.682 0.152 6.472
H 0.208 0.242 6.696
H 0.210 0.347 4.926
H 1.758 -1.924 6.131
H 0.003 -2.025 6.263
H -0.174 -1.625 3.784
H 1.564 -1.664 3.658
H 1.405 -3.971 4.697
H -0.282 -5.272 4.211
H -2.538 -5.635 3.861
H -4.815 -6.206 3.403
H -5.862 -4.819 3.083
H -5.279 -5.804 1.746
H -4.784 -3.058 1.301
H -2.469 -1.374 -0.340
H -4.640 0.649 2.382
H -3.953 -0.873 2.962
H -2.938 0.791 4.269
H -1.688 0.348 3.104
H -3.500 2.760 2.726
H -1.973 2.824 3.622
H -0.139 2.903 0.544
H -0.047 5.380 2.274
I -2.260 1.972 -1.293
C -2.155 1.687 -3.400
I -0.810 0.124 -3.924
H -1.807 2.591 -3.882
H -3.128 1.397 -3.772
N 3.594 -0.566 -2.499
C 3.035 -0.774 -1.276
O 1.864 -1.086 -1.166
C 3.989 -0.637 -0.090
C 4.601 -2.001 0.064
H 3.059 -0.853 -3.303
H 4.596 -0.550 -2.595
H 3.438 -0.346 0.804
H 4.739 0.118 -0.322
H 4.077 -2.762 0.628
H 5.319 -2.353 -0.667
O 2.133 2.135 -0.194
P 3.012 3.323 -0.011
N 3.650 3.456 1.494
C 4.264 2.278 2.143
C 5.307 2.879 3.084
C 4.702 4.236 3.448
C 4.085 4.711 2.136
N 4.298 3.215 -1.056
C 4.046 2.921 -2.482
C 5.439 2.996 -3.131
C 6.418 2.909 -1.952
C 5.674 3.652 -0.848
N 2.209 4.743 -0.273
C 2.935 5.983 -0.570
C 2.447 6.371 -1.960
C 0.962 5.993 -1.899
C 0.895 4.769 -0.961
H 4.713 1.609 1.408
H 3.501 1.725 2.702
H 6.260 3.015 2.564
H 5.484 2.245 3.953
H 5.430 4.949 3.839
H 3.910 4.097 4.185
H 4.836 5.241 1.537
H 3.233 5.373 2.296
H 3.362 3.645 -2.932
H 3.590 1.940 -2.582
H 5.568 3.950 -3.644
H 5.588 2.204 -3.866
H 7.392 3.347 -2.172
H 6.567 1.867 -1.652
H 5.806 4.734 -0.981
H 6.019 3.392 0.152
H 4.012 5.838 -0.521
H 2.671 6.758 0.158
H 2.968 5.774 -2.712
H 2.610 7.426 -2.185
H 0.537 5.774 -2.878
H 0.393 6.820 -1.469
H 0.728 3.837 -1.501
H 0.080 4.881 -0.248
C -1.943 -7.940 -0.968
C -2.426 -6.927 -0.155
C -1.874 -5.649 -0.236
C -0.834 -5.366 -1.119
C -0.354 -6.401 -1.927
C -0.904 -7.673 -1.857
Sb 0.048 -3.370 -1.182
C 0.054 -3.395 -3.344
C -1.079 -3.861 -4.014
C -1.175 -3.780 -5.398
C -0.140 -3.229 -6.143
C 0.992 -2.753 -5.496
C 1.079 -2.832 -4.108
C 1.962 -4.276 -0.791
C 2.918 -4.639 -1.739
C 4.081 -5.304 -1.355
C 4.299 -5.624 -0.020
C 3.348 -5.274 0.933
C 2.196 -4.600 0.549
H -2.371 -8.933 -0.915
H -3.233 -7.123 0.543
H -2.266 -4.866 0.400
H 0.458 -6.215 -2.622
H -0.520 -8.462 -2.494
H -1.897 -4.299 -3.452
H -2.065 -4.145 -5.898
H -0.216 -3.167 -7.222
H 1.802 -2.315 -6.070
H 1.961 -2.452 -3.608
H 2.757 -4.426 -2.789
H 4.813 -5.585 -2.104
H 5.199 -6.150 0.274
H 3.511 -5.524 1.975
H 1.461 -4.321 1.303
*
```

Summary:
electronic energy	-4191.20008	hartree
F_max	2.88	eV/Å

Mulliken population analysis, charges in e, atoms 1 to 6: 2.603 -1.513 0.462 -1.613 1.776 -1.221

=====

Here is C31H35AuClNOP as an isolated structure from the Open Molecules 2025 dataset. Energies are from ωB97M-V/def2-TZVPD.

The geometry in ORCA input format:
```
! RIJCOSX wB97M-V def2-TZVPD def2/J DEFGRID3
* xyz 1 3
Au 0.123 1.274 0.214
Cl -0.717 1.925 -2.494
C -0.714 0.431 -3.361
C -1.195 0.433 -4.662
C -1.216 -0.743 -5.387
C -0.740 -1.915 -4.816
C -0.269 -1.909 -3.518
C -0.252 -0.736 -2.760
P 0.353 -0.794 -1.025
C -0.635 -2.181 -0.378
C -0.226 -2.943 0.715
C -1.103 -3.838 1.304
C -2.389 -3.989 0.811
C -2.793 -3.256 -0.292
C -1.931 -2.343 -0.870
C 2.030 -1.404 -1.391
C 3.000 -0.427 -1.609
C 4.246 -0.792 -2.088
C 4.531 -2.126 -2.334
C 3.582 -3.100 -2.069
C 2.327 -2.747 -1.604
H -1.566 1.352 -5.089
H -1.600 -0.743 -6.394
H -0.740 -2.836 -5.379
H 0.087 -2.831 -3.081
H 0.780 -2.858 1.103
H -0.781 -4.415 2.158
H -3.073 -4.678 1.281
H -3.782 -3.391 -0.705
H -2.258 -1.758 -1.718
H 2.764 0.616 -1.421
H 4.995 -0.037 -2.277
H 5.492 -2.412 -2.737
H 3.814 -4.141 -2.231
H 1.579 -3.506 -1.416
O 2.243 0.894 1.651
C 2.174 -0.445 2.119
C 1.547 -0.510 3.516
C 0.308 0.395 3.636
C -0.956 -0.142 3.035
C -1.800 -0.949 3.797
C -3.026 -1.336 3.289
C -3.383 -0.926 2.013
C -2.485 -0.146 1.312
N -1.315 0.230 1.812
H 3.139 1.118 1.385
H 3.169 -0.898 2.136
H 1.551 -1.003 1.404
H 2.276 -0.170 4.256
H 1.305 -1.551 3.739
H 0.553 1.344 3.157
H 0.112 0.575 4.696
H -1.497 -1.245 4.787
H -3.703 -1.918 3.895
H -4.335 -1.185 1.579
H -2.719 0.232 0.328
C -1.680 4.637 -0.042
C -0.277 4.414 0.566
C 0.788 4.627 -0.514
C -0.064 5.460 1.678
C -0.214 3.062 1.155
H -1.742 5.632 -0.474
H -2.439 4.542 0.731
H -1.882 3.907 -0.822
H 0.764 5.656 -0.863
H 0.622 3.967 -1.361
H 1.771 4.420 -0.100
H -0.204 6.459 1.271
H 0.943 5.387 2.078
H -0.778 5.321 2.485
H -0.487 2.962 2.193
*
```

Summary:
electronic energy	-2269.21864	hartree
relative energy (zero: lowest compared OMol25 entry of this formula, charge and spin)	16.6	kcal per mole
expectation value of S²	2.010
F_max	0.96	eV/Å

Mulliken population analysis, charges in e, atoms 1 to 6: 1.218 -0.085 0.844 -0.599 -0.568 -0.936

=====

Here is a 5-piece molecular cluster, C28H40Br2F8NO16 overall in a non-equilibrium geometry from the Open Molecules 2025 dataset. Energies are from ωB97M-V/def2-TZVPD.

The geometry in ORCA input format:
```
! RIJCOSX wB97M-V def2-TZVPD def2/J DEFGRID3
* xyz 1 1
C 6.253 -0.073 1.837
C 4.861 -0.450 2.367
O 5.058 -1.395 3.425
C 3.952 -1.099 1.293
O 2.763 -0.373 0.941
C 2.889 0.762 0.157
C 4.069 0.883 -0.774
C 4.036 0.107 -2.110
C 3.455 -1.314 -2.131
Br 2.798 -1.602 -3.960
C 1.489 0.892 -0.536
O 0.877 2.138 -0.167
C 1.881 2.960 0.333
C 1.355 4.141 1.134
C 0.745 3.812 2.498
O -0.249 2.817 2.383
C -1.178 2.812 3.440
C -1.165 1.455 4.170
F 0.088 0.894 4.089
F -1.425 1.681 5.508
C -2.240 0.439 3.691
F -2.412 -0.534 4.648
F -3.440 1.118 3.546
C -1.927 -0.284 2.356
F -3.125 -0.822 1.906
F -1.499 0.630 1.422
C -0.911 -1.457 2.447
F -1.572 -2.599 2.879
F -0.447 -1.688 1.166
N 2.759 2.002 1.096
Br 4.325 2.958 1.582
H 6.556 -0.836 1.110
H 6.976 -0.134 2.649
H 6.293 0.891 1.337
H 4.354 0.387 2.849
H 5.315 -2.227 3.028
H 3.604 -2.015 1.759
H 4.521 -1.412 0.416
H 4.998 0.633 -0.260
H 4.162 1.939 -1.044
H 3.526 0.699 -2.867
H 5.077 0.034 -2.429
H 2.604 -1.475 -1.478
H 4.219 -2.075 -2.002
H 0.859 0.117 -0.105
H 1.469 0.733 -1.614
H 2.422 3.364 -0.531
H 2.126 4.889 1.309
H 0.592 4.603 0.503
H 0.341 4.733 2.926
H 1.547 3.432 3.151
H -2.175 3.018 3.053
H -0.971 3.574 4.196
H -0.054 -1.249 3.087
H 2.241 1.718 1.934
C -1.592 -2.650 -3.180
C -1.706 -1.153 -2.993
O -0.802 -0.646 -3.982
C -0.673 -1.590 -4.948
O -0.127 -1.424 -5.985
O -1.246 -2.752 -4.560
H -2.519 -3.180 -2.975
H -0.788 -3.090 -2.584
H -2.705 -0.779 -3.205
H -1.406 -0.830 -2.002
C -4.047 1.886 -1.980
C -4.138 3.386 -1.794
O -3.217 3.874 -2.773
C -3.089 2.929 -3.742
O -2.531 3.094 -4.771
O -3.689 1.776 -3.360
H -4.978 1.366 -1.780
H -3.253 1.439 -1.377
H -5.133 3.775 -2.018
H -3.843 3.717 -0.801
C 1.677 -5.414 4.190
C 1.634 -3.915 4.412
O 2.282 -3.420 3.226
C 2.161 -4.362 2.255
O 2.452 -4.174 1.120
O 1.678 -5.509 2.758
H 0.821 -5.937 4.605
H 2.593 -5.868 4.569
H 0.618 -3.531 4.448
H 2.172 -3.595 5.300
C -7.529 -1.204 -5.217
C -7.220 0.280 -5.210
O -6.440 0.417 -4.014
C -5.886 -0.780 -3.733
O -5.049 -0.955 -2.905
O -6.404 -1.747 -4.511
H -7.592 -1.629 -6.214
H -8.438 -1.445 -4.664
H -6.610 0.587 -6.061
H -8.106 0.906 -5.161
*
```

Summary:
electronic energy	-8296.21337	hartree
relative energy (zero: lowest compared OMol25 entry of this formula, charge and spin)	0.0	kcal per mole
F_max	1.78	eV/Å

Mulliken population analysis, charges in e, atoms 1 to 6: -1.508 0.465 -0.621 0.646 -0.348 1.430